No. 1
This record from the Open Molecules 2025 dataset describes 12 unconnected molecules or ions with the total composition C87H200N12O19. The level of theory is ωB97M-V/def2-TZVPD.

```
318
C87H200N12O19 | the Open Molecules 2025 dataset | ωB97M-V/def2-TZVPD
O 3.000 -7.052 3.210
O 3.794 4.705 -0.582
O -0.430 -5.353 -1.803
O -0.778 6.226 1.788
O -5.196 4.831 -2.344
O 7.613 1.849 -1.866
O 2.006 2.238 3.372
O -2.617 9.930 -3.724
O 4.264 -4.996 2.194
O -1.193 0.801 2.961
O -4.804 0.771 -4.037
O 5.338 -2.851 -6.461
O -8.890 -5.807 4.123
O -3.891 -3.716 1.276
O -2.805 0.436 7.812
O 2.014 8.293 -5.632
O 0.649 -0.491 -2.877
O -3.840 0.637 2.081
O -0.057 3.962 -4.967
N 2.654 -4.491 -0.082
N -0.023 0.380 2.279
N -4.160 -0.408 -3.436
N 3.087 7.018 -3.448
N -2.332 6.870 -1.543
N -6.284 -5.457 3.463
N -3.173 3.080 -3.165
N 1.741 -7.070 2.559
N 6.867 0.759 -2.446
N 1.981 2.290 4.823
N -4.308 1.879 4.835
N 1.837 -3.029 -5.176
C -3.183 3.681 -1.835
C -6.490 -1.479 -3.346
C 0.553 -7.216 4.735
C -0.752 -2.059 1.988
C 1.283 3.486 5.241
C 3.249 -3.307 -5.287
C -3.571 2.467 3.722
C 5.517 0.452 -0.294
C 5.716 -1.826 -2.423
C -0.177 3.344 4.966
C -3.041 -4.150 0.130
C -0.879 -7.841 1.915
C 1.490 -9.570 2.819
C -4.175 1.969 2.447
C 4.801 -0.569 -2.509
C -3.578 -1.236 -4.505
C -0.322 -5.012 -3.122
C -1.168 0.381 -0.111
C -6.451 5.316 -1.965
C 1.512 3.505 6.783
C -1.763 7.160 -0.251
C 1.207 -4.992 3.757
C 1.750 4.820 4.573
C -2.278 -0.815 8.245
C 3.978 -4.989 -0.247
C -0.163 2.440 0.818
C 1.544 -8.373 1.835
C -4.614 -2.374 -2.057
C 5.514 0.645 -1.842
C 3.361 5.966 -1.105
C 4.370 2.830 4.369
C 0.381 -1.291 4.078
C -3.321 0.401 6.553
C 1.635 -1.345 1.868
C 3.378 1.982 5.207
C -8.386 -6.607 3.117
C -4.063 -3.322 -3.063
C 7.075 -1.569 -3.175
C -1.822 6.340 2.708
C 3.651 2.253 6.714
C -5.390 -4.355 3.035
C -5.541 -0.150 -1.410
C 1.704 6.732 -3.885
C 0.748 -6.454 3.434
C 2.690 -8.539 0.870
C 1.289 0.751 -3.232
C -4.614 3.983 -1.379
C -2.655 9.341 -2.480
C 1.128 7.967 -4.566
C 0.470 -4.540 -0.990
C 3.665 0.474 4.920
C -1.308 4.234 -4.254
C -1.384 5.913 0.461
C 7.812 -0.421 -2.471
C 4.762 1.927 -2.115
C -0.061 0.859 0.876
C 1.629 -0.900 0.377
C 2.988 3.544 7.156
C 0.310 -8.248 1.063
C 1.406 0.555 0.286
C 1.699 9.523 -6.148
C 1.416 -1.776 -4.683
C -4.521 -1.562 -5.730
C -5.232 -1.061 -2.598
C 1.373 -1.695 -3.180
C 4.567 -4.285 3.350
C -2.292 -0.528 -4.940
C -7.282 -5.758 2.481
C 3.553 4.560 0.834
C 8.318 -0.890 -1.118
C -4.312 -4.807 2.071
C -1.849 2.893 -3.761
C 6.150 -2.104 -7.365
C -3.696 1.795 6.185
C 3.977 -2.490 -6.393
C -3.052 11.278 -3.620
C 3.580 5.885 -2.659
C -2.230 7.853 -2.676
C -9.258 -6.536 5.270
C -3.062 -2.531 -3.851
C 0.295 -1.066 2.552
C -4.838 -0.324 2.259
C -0.131 3.514 -6.319
C 4.865 -4.465 0.992
C -0.645 -6.539 2.710
C 8.884 0.003 -3.418
C 1.888 -4.854 -1.262
H 0.186 -9.253 0.710
H -0.534 -1.190 4.650
H -0.948 0.605 -1.124
H -6.110 -3.702 2.625
H 7.820 -2.376 -3.187
H 4.075 3.851 4.249
H -3.635 3.601 3.715
H 5.900 -2.177 -1.430
H -4.218 -0.309 6.485
H 2.269 6.046 -0.846
H -2.856 7.436 -3.520
H 1.581 -4.484 2.818
H -1.173 7.821 -3.019
H 2.617 5.059 1.090
H -6.792 -6.324 1.602
H 2.317 9.686 -7.090
H 1.020 -0.419 4.432
H 9.711 -0.671 -3.500
H 9.226 -1.587 -1.329
H -1.753 -7.648 1.266
H -1.849 2.122 -4.507
H -1.459 -0.660 0.112
H 1.987 -5.959 -1.453
H 3.518 0.229 3.892
H 4.410 -4.988 4.120
H -2.066 9.748 -1.663
H 1.286 -3.441 -5.932
H -1.576 -0.372 -4.054
H 3.803 -1.424 -6.207
H 4.902 2.071 -3.205
H -0.938 2.744 1.547
H 1.453 -7.537 5.319
H 0.292 -3.470 -1.210
H 0.863 3.466 -6.705
H -0.992 4.900 -3.444
H -5.297 2.114 4.837
H 2.490 -0.926 2.425
H 2.619 -1.206 -0.155
H -1.269 -1.086 7.787
H -0.663 -3.977 -3.163
H 0.367 -1.601 -4.949
H -7.064 4.576 -1.481
H 4.699 0.218 5.135
H 4.527 0.570 0.132
H -4.992 -3.826 3.908
H -1.684 -0.990 -5.697
H 1.015 6.613 -2.998
H -0.949 -5.733 -3.583
H 1.580 1.389 3.246
H -0.926 7.802 -0.387
H 1.715 5.895 -4.595
H 3.478 -2.685 -7.326
H 0.493 -9.960 2.916
H -1.181 2.473 -2.971
H -2.291 -4.798 0.557
H -9.187 -6.962 2.364
H -6.322 -2.294 -4.108
H -6.076 -0.616 -0.582
H 0.791 -2.253 4.220
H 3.613 -8.526 1.373
H 2.806 -7.877 0.010
H -4.631 -2.652 -5.794
H -0.720 -5.595 2.085
H -4.977 -0.494 3.316
H -1.121 -8.603 2.649
H -4.956 -3.699 -3.595
H -4.541 4.522 -0.423
H 1.038 2.625 7.181
H -3.429 11.599 -4.588
H 2.168 -4.941 0.710
H 0.698 -5.060 -3.514
H -4.632 -5.737 1.510
H 2.221 1.161 0.796
H -0.664 4.245 5.330
H -2.568 -3.286 -0.316
H -2.532 2.197 3.894
H 0.433 -4.408 4.280
H -3.259 6.480 -1.520
H 6.126 -1.038 -7.192
H 7.402 2.571 -2.425
H 3.465 4.437 6.653
H -6.276 6.162 -1.255
H -3.626 -4.223 -2.703
H -3.731 3.658 -3.726
H 1.322 0.923 -0.732
H 3.400 -4.408 -5.417
H 3.702 7.345 -4.192
H 3.265 4.890 -3.021
H -0.532 5.500 -0.100
H 2.025 -10.407 2.340
H -8.459 -7.170 5.564
H -0.650 4.205 -6.939
H -4.307 1.531 -3.630
H -6.914 -0.669 -3.941
H -0.008 -6.551 5.393
H -7.655 -4.860 2.015
H 0.618 9.596 -6.314
H 3.871 -0.632 -1.927
H -9.990 -7.253 4.873
H 4.379 -4.542 -1.150
H 7.569 -1.456 -0.594
H -2.018 4.753 -4.946
H 3.071 3.718 8.276
H -2.173 -2.256 -3.230
H 3.877 -3.404 3.536
H 4.757 2.192 6.821
H 6.819 -1.342 -4.221
H -2.687 2.973 -1.197
H -5.865 0.076 1.873
H -3.818 2.617 1.619
H 4.500 2.446 3.336
H 5.397 2.875 4.778
H 4.650 5.820 -2.787
H -3.879 -2.111 -1.276
H -0.569 -3.044 2.412
H 2.739 5.139 4.957
H -2.082 0.926 0.166
H 4.937 -3.338 0.970
H -0.311 3.196 3.910
H 2.353 0.668 -2.920
H 0.417 -7.573 0.249
H 1.174 8.872 -3.916
H -2.749 2.394 6.213
H 3.545 -6.527 2.561
H -7.912 -7.446 3.575
H 5.953 -2.381 -8.401
H -0.600 2.784 -0.116
H 2.591 -9.522 0.380
H -3.026 -1.601 8.044
H 2.323 -1.692 -2.655
H 3.283 1.436 7.396
H 3.754 -3.123 -4.321
H 3.611 3.466 1.041
H 1.145 1.036 -4.282
H -2.146 5.184 0.524
H -0.021 -8.115 4.539
H 2.007 -5.057 4.479
H 0.674 -2.440 -2.778
H 1.946 10.270 -5.414
H -4.586 -1.311 1.793
H 5.174 -2.629 -2.940
H -9.603 -5.817 6.011
H 0.827 1.492 -2.556
H 4.343 5.103 1.394
H -3.661 -4.603 -0.660
H -2.619 -0.001 5.782
H -3.733 9.445 -2.216
H -5.360 -2.873 -1.434
H -1.957 0.615 2.385
H -6.819 -5.205 4.332
H -5.235 1.990 2.478
H 1.956 -9.396 3.759
H -1.428 -6.450 3.484
H -2.201 5.294 2.811
H -2.258 11.955 -3.318
H -0.511 2.518 -6.403
H 0.723 2.922 1.172
H 1.996 -0.918 -5.109
H -7.216 -1.643 -2.504
H -5.423 -0.972 -5.615
H -2.825 -3.255 -4.606
H -3.442 -5.122 2.677
H 5.591 -3.856 3.293
H 2.971 -0.170 5.466
H -3.989 -1.194 -6.591
H -2.108 -0.881 9.337
H 0.171 -4.694 0.057
H 5.962 -4.839 0.951
H 6.235 1.097 0.173
H 3.707 1.961 -1.779
H 5.855 -0.533 -0.097
H 1.825 4.716 3.504
H 2.245 -4.367 -2.127
H 0.095 7.966 -5.001
H 7.181 -2.431 -7.198
H 5.171 2.791 -1.520
H -2.531 0.377 -5.444
H -2.391 7.823 0.373
H 1.042 4.385 7.169
H 9.343 0.965 -3.115
H 0.786 -1.457 -0.125
H 8.798 -0.211 -0.391
H -2.670 7.011 2.589
H 1.725 -2.437 1.898
H -2.566 4.553 -1.850
H 4.562 -0.449 -3.580
H 0.978 5.577 4.702
H 3.847 6.788 -0.569
H -0.724 -2.126 0.907
H -1.742 -1.718 2.198
H 3.970 -6.083 -0.272
H -4.324 2.165 7.010
H -6.170 0.697 -1.693
H -6.984 5.675 -2.849
H -0.666 2.532 5.450
H -4.648 0.285 -0.896
H 8.392 0.119 -4.384
H -5.245 3.049 -1.278
H -1.368 6.466 3.730
H -3.938 11.305 -2.968
```

Summary:
Kohn-Sham gap ... 8.5 eV
2S+1 ... 1
SMILES ... CC1(C)CCCC(C)(C)N1O.CC1(C)CCCC(C)(C)N1O.CC1(C)CCCC(C)(C)N1O.CC1(C)CCCC(C)(C)N1O.CC1(C)CCCC(C)(C)N1O.COCCNCCOC.COCCNCCOC.COCCNCCOC.COCCNCCOC.COCCNCCOC.COCCNCCOC.COCCNCCOC
Molecular weight ... 1718.62 g/mol
Energy relative to the best compared isomer or geometry (same formula, charge and spin) ... 81.4 kcal/mol
HOMO energy ... -0.2935 Ha

No. 2
This record from the Open Molecules 2025 dataset describes a molecular structure, C87H62BrF4NaP4Si. The level of theory is ωB97M-V/def2-TZVPD.

```
160
C87H62BrF4NaP4Si | the Open Molecules 2025 dataset | ωB97M-V/def2-TZVPD
Br 0.754 3.313 -1.009
P 2.829 0.969 -0.154
P 0.056 -2.395 1.181
P -2.400 2.197 -0.128
P -0.010 0.020 2.474
Si -2.149 -0.772 0.429
Na 0.187 0.705 -0.022
F 6.422 5.246 -0.895
F 5.929 2.639 -0.501
F 4.358 7.024 -1.194
F 1.782 6.094 -1.178
C -3.404 5.182 3.210
C -2.359 -1.353 2.253
C -6.299 -0.161 -0.326
C 2.665 -5.058 -1.186
C -0.957 -3.139 -0.157
C 3.984 0.991 -2.774
C 5.308 -0.276 -0.451
C 3.103 -0.538 5.050
C 2.056 -2.737 -0.727
C -3.812 3.091 2.107
C 1.859 -4.550 1.035
C 5.265 -3.004 -0.482
C -0.481 -3.592 2.469
C -6.298 1.184 -0.666
C 4.281 -3.023 0.557
C 2.970 -0.792 0.740
C -2.664 -1.850 4.984
C 1.067 2.271 3.821
C 3.838 -4.725 3.883
C -1.351 3.171 4.783
C 4.298 0.083 0.539
C -1.564 -4.860 -1.715
C -2.876 4.443 -1.903
C 2.804 5.230 -0.997
C 6.026 -2.855 -2.799
C -3.943 1.244 -0.242
C -2.179 4.619 1.224
C 1.804 -0.718 4.453
C 1.003 3.460 4.519
C -0.697 -4.364 -0.755
C -1.618 -1.062 4.537
C 5.026 -2.762 -1.856
C -2.450 5.496 2.253
C -5.122 -0.790 0.039
C 1.703 -3.125 0.723
C 4.478 -3.893 1.672
C -5.115 1.893 -0.617
C 4.115 -0.452 2.827
C -4.071 3.969 3.140
C 1.579 -0.636 3.122
C 4.865 0.518 1.912
C -1.429 -0.867 3.174
C -2.181 2.872 -4.083
C 1.743 0.192 -2.600
C -3.385 -2.157 2.723
C 2.337 -3.829 -1.638
C 2.887 0.664 -1.970
C 2.816 0.272 -4.744
C -2.204 2.328 -2.816
C 3.954 0.779 -4.137
C 5.144 4.801 -0.830
C 7.334 -3.150 -2.444
C 2.572 3.873 -0.844
C 6.627 -0.208 -0.239
C 2.717 -0.338 2.195
C 7.623 -3.277 -1.089
C 3.575 2.923 -0.690
C 7.163 0.115 1.054
C -2.846 4.987 -3.175
C 4.103 5.708 -0.999
C 5.319 -5.032 1.590
C -0.183 -4.564 4.662
C -3.915 -0.104 0.087
C -2.123 -2.439 -0.463
C -0.077 1.510 3.576
C -2.887 3.420 1.116
C -0.207 3.913 5.015
C 0.199 -3.667 3.682
C 4.684 -5.815 3.775
C 6.630 -3.191 -0.145
C 6.351 0.448 2.054
C -1.293 2.001 4.049
C -1.583 -4.428 2.290
C 2.444 -5.411 0.177
C -3.522 -2.437 4.072
C -2.700 -4.145 -2.063
C -1.271 -5.398 4.463
C 2.972 -2.295 0.416
C 1.701 -0.001 -3.970
C -2.491 4.211 -4.265
C 4.175 -0.273 4.300
C 3.735 -3.794 2.872
C -2.544 3.106 -1.708
C -1.970 -5.319 3.274
C 4.862 3.452 -0.644
C 5.421 -5.951 2.601
C -2.975 -2.942 -1.437
H -3.378 -4.537 -2.813
H -4.083 -2.593 2.023
H 1.052 -3.027 3.849
H -7.215 1.675 -0.968
H -2.450 4.650 -5.252
H 4.950 -0.579 -1.418
H -2.299 3.512 5.172
H -1.413 4.851 0.497
H -1.907 6.429 2.322
H -2.148 -4.397 1.372
H -7.229 -0.719 -0.354
H -1.908 2.259 -4.931
H 3.232 -4.607 4.775
H 3.048 -2.973 3.009
H -4.788 3.701 3.904
H 2.230 -3.635 -2.698
H 0.170 -4.941 -0.479
H 1.465 -1.928 -1.155
H -0.977 -0.578 5.262
H -4.318 2.135 2.063
H -3.099 6.029 -3.316
H 4.529 -1.447 2.616
H 0.793 -0.367 -4.433
H 6.900 -3.217 0.903
H -1.575 -6.100 5.230
H -5.153 -1.842 0.288
H 2.029 1.929 3.470
H 2.801 0.099 -5.813
H -4.306 -3.102 4.416
H 4.042 -2.483 -2.192
H 4.538 1.546 2.161
H 7.308 -0.442 -1.043
H 8.236 0.070 1.190
H 4.745 -6.559 4.560
H 5.843 -5.218 0.663
H 3.155 -0.499 6.132
H -3.607 5.871 4.020
H 0.379 -4.624 5.584
H 1.494 -4.903 1.987
H -2.825 -5.961 3.102
H -1.950 1.284 -2.657
H 0.975 -0.809 5.141
H 5.779 -2.681 -3.842
H 2.606 -6.439 0.473
H -3.154 5.065 -1.064
H -2.205 1.453 3.847
H 2.566 0.763 2.028
H 8.114 -3.236 -3.192
H 0.855 -0.026 -2.009
H 4.876 1.400 -2.327
H 4.827 1.015 -4.732
H -0.256 4.834 5.581
H 6.734 0.682 3.040
H 5.133 -0.031 4.741
H 1.905 4.036 4.679
H 8.651 -3.418 -0.770
H -1.346 -5.807 -2.195
H -3.865 -2.383 -1.704
H 2.951 -5.845 -1.872
H -2.809 -2.003 6.047
H 6.065 -6.816 2.471
H -5.091 2.946 -0.876
```

Summary:
Kohn-Sham gap ... 3.8 eV
Net charge ... -2
2S+1 ... 1
Molecular weight ... 1438.32 g/mol
Energy relative to the best compared isomer or geometry (same formula, charge and spin) ... 36.2 kcal/mol
HOMO energy ... -0.0195 Ha